{"formula": "C25H25HfN3OS2", "method": "ωB97M-V with the def2-TZVPD basis set", "total_charge": 2, "lumo_ev": -7.31, "de_lowest_kcal_mol": 0.0, "gap_ha": 0.2148, "energy_ev": -55810.472, "symbols": ["Hf", "C", "C", "C", "C", "C", "C", "H", "H", "H", "H", "H", "H", "C", "C", "N", "N", "C", "S", "S", "C", "C", "C", "C", "C", "C", "C", "C", "C", "C", "C", "C", "C", "O", "H", "H", "H", "H", "H", "H", "H", "H", "H", "H", "H", "H", "H", "H", "C", "C", "C", "N", "H", "H", "H", "H", "H"], "coordinates": [[-1.063, -1.376, 0.506], [0.225, -5.660, -0.074], [1.509, -5.305, 0.333], [1.683, -4.182, 1.166], [0.563, -3.385, 1.425], [-0.700, -3.684, 0.965], [-0.855, -4.873, 0.239], [0.064, -6.597, -0.668], [2.330, -5.997, 0.088], [2.649, -3.918, 1.524], [0.723, -2.517, 2.068], [-1.601, -3.289, 1.483], [-1.861, -5.222, -0.047], [-0.075, 3.042, 0.341], [-0.923, 1.812, 0.220], [-0.462, 0.618, 0.522], [0.925, 0.279, 0.643], [1.503, -0.179, -0.505], [0.714, -1.492, -1.351], [3.032, 0.446, -0.954], [3.232, -0.057, -2.736], [3.805, 1.133, -3.499], [3.156, 2.379, -3.473], [3.737, 3.497, -3.997], [5.014, 3.394, -4.610], [5.648, 2.156, -4.717], [5.028, 1.004, -4.196], [-2.420, 1.825, 0.075], [-3.196, 2.997, 0.255], [-4.586, 2.964, 0.336], [-5.314, 1.778, 0.248], [-4.613, 0.593, -0.025], [-3.163, 0.638, -0.185], [-2.610, -0.533, -0.448], [0.583, 3.091, -0.549], [-0.677, 3.955, 0.432], [0.557, 2.875, 1.238], [3.943, -0.883, -2.795], [2.290, -0.418, -3.150], [2.143, 2.468, -2.999], [3.341, 4.492, -3.792], [5.467, 4.259, -5.113], [6.658, 2.129, -5.070], [5.438, -0.026, -4.365], [-2.718, 3.972, 0.304], [-5.110, 3.920, 0.448], [-6.398, 1.774, 0.429], [-5.118, -0.420, -0.034], [-3.315, -0.349, 5.560], [-1.934, -0.251, 4.967], [-1.880, -0.667, 3.572], [-1.694, -1.002, 2.442], [-3.335, 0.196, 6.522], [-3.550, -1.414, 5.722], [-4.046, 0.047, 4.859], [-1.205, -0.838, 5.513], [-1.541, 0.799, 4.911]], "mulliken_charge": [0.969, -0.438, -0.387, -0.830, -0.181, -0.159, -0.406, 0.370, 0.426, 0.501, 0.589, 0.629, 0.425, -1.025, 0.762, 0.634, -1.204, 0.787, -0.400, 0.026, -0.621, 0.361, -0.017, -0.656, -0.338, -0.636, -0.385, 0.712, -0.921, -0.625, -0.574, -0.573, 0.874, -0.985, 0.156, 0.412, 0.334, 0.399, 0.476, 0.240, 0.346, 0.364, 0.389, 0.277, 0.220, 0.395, 0.431, 0.357, -1.129, -0.257, 0.722, -0.523, 0.333, 0.337, 0.400, 0.324, 0.294]}